Record 1
Molecular formula: C20H37BF4O3PRh
Method: DFT, ωB97M-V with the def2-TZVPD basis set

Element x y z (Å)
Rh 0.175 0.242 0.129
C -0.393 3.383 1.275
O -0.580 1.958 1.262
C -1.660 1.433 2.056
C -2.736 0.941 1.120
O -2.108 0.068 0.153
C -2.731 0.031 -1.139
C -1.645 -0.312 -2.139
O -0.520 0.571 -1.982
C -0.605 1.776 -2.769
H -0.190 3.709 2.294
H -1.278 3.882 0.880
H 0.467 3.601 0.647
H -2.044 2.206 2.721
H -1.251 0.622 2.661
H -3.191 1.777 0.583
H -3.508 0.393 1.658
H -3.181 1.002 -1.353
H -3.514 -0.729 -1.155
H -2.013 -0.266 -3.164
H -1.274 -1.323 -1.950
H -0.523 1.520 -3.825
H 0.226 2.412 -2.480
H -1.544 2.294 -2.578
C 1.978 -3.247 -0.631
C 3.198 -2.339 -0.455
C 4.397 -2.890 -1.249
C 3.538 -2.215 1.027
P 2.802 -0.680 -1.218
C 2.677 -0.846 -2.986
C 3.714 -0.443 -3.840
C 3.618 -0.671 -5.200
C 2.485 -1.279 -5.729
C 1.446 -1.672 -4.894
C 1.542 -1.461 -3.531
C 3.749 0.818 -0.677
C 3.212 1.181 0.712
C 3.428 1.972 -1.634
C 5.263 0.572 -0.608
H 2.216 -4.216 -0.189
H 1.732 -3.421 -1.678
H 1.105 -2.859 -0.099
H 4.654 -3.855 -0.808
H 5.279 -2.253 -1.173
H 4.160 -3.051 -2.300
H 3.771 -3.219 1.387
H 2.702 -1.843 1.612
H 4.415 -1.598 1.211
H 4.614 0.008 -3.447
H 4.432 -0.381 -5.850
H 2.414 -1.449 -6.795
H 0.569 -2.152 -5.307
H 0.730 -1.774 -2.886
H 2.162 1.515 0.669
H 3.773 2.039 1.089
H 3.289 0.380 1.444
H 2.351 2.079 -1.788
H 3.898 1.877 -2.608
H 3.792 2.894 -1.176
H 5.526 -0.177 0.135
H 5.740 1.509 -0.311
H 5.691 0.276 -1.565
F 0.738 -0.634 1.814
B 1.564 0.186 3.781
F 1.380 1.439 3.364
F 2.765 -0.355 3.695
F 0.615 -0.400 4.481

The charge is +2. For the HOMO-LUMO gap (alpha / beta), the calculation gives 9.66 / 6.31 eV. The expectation value of S² is 6.0092. Its calculated total energy is -1885.7171 Eh. Its LUMO energy (alpha / beta) is -0.1943 / -0.3415 hartree. The maximum force comes out at 0.6 eV/Å. The spin multiplicity is 5.

***

Record 2
Molecular formula: C20H37FI2NO7P
Method: DFT, ωB97M-V with the def2-TZVPD basis set

Element x y z (Å)
C -4.819 -0.346 -1.487
C -4.156 -1.347 -2.130
C -2.684 -1.513 -2.471
C -1.718 -0.606 -1.673
O -1.851 0.724 -1.889
C -2.606 1.278 -2.953
C -1.841 2.214 -3.884
O -2.212 -0.976 -0.322
C -1.552 -2.114 0.087
O -2.065 -3.147 0.435
C -0.082 -1.614 0.044
N -0.102 -0.561 1.045
C -0.826 -0.656 2.299
C -1.998 0.342 2.437
C -1.475 1.690 3.002
C 1.070 -2.545 0.386
F 1.184 -3.653 -0.459
C 1.048 -3.143 1.802
C 1.940 -2.415 2.819
C -0.178 -1.089 -1.452
C 1.054 -0.140 -1.716
I 1.326 0.500 -3.804
C 1.393 1.157 -0.935
C 0.347 2.231 -0.673
I 2.710 0.899 0.805
P 0.054 -2.427 -2.750
O -0.502 -2.128 -4.077
O -0.604 -3.777 -2.205
O 1.614 -2.759 -2.921
H -4.875 0.691 -1.793
H -5.327 -0.589 -0.556
H -4.765 -2.186 -2.467
H -2.486 -2.572 -2.358
H -2.584 -1.326 -3.544
H -3.178 0.615 -3.596
H -3.363 1.916 -2.497
H -1.128 2.837 -3.355
H -2.571 2.854 -4.378
H -1.364 1.657 -4.685
H -0.261 0.358 0.673
H -0.145 -0.347 3.099
H -1.185 -1.633 2.611
H -2.449 0.579 1.475
H -2.781 -0.069 3.070
H -0.497 1.866 2.554
H -2.141 2.490 2.688
H -1.402 1.622 4.083
H 2.031 -2.039 0.298
H 0.024 -3.259 2.148
H 1.422 -4.161 1.751
H 2.775 -1.930 2.319
H 1.413 -1.711 3.453
H 2.361 -3.165 3.488
H 1.930 -0.763 -1.581
H 2.125 1.661 -1.548
H 0.774 2.931 0.045
H -0.600 1.907 -0.252
H 0.147 2.828 -1.559
H -0.083 -4.528 -2.504
H 1.818 -2.713 -3.862
C 4.463 4.057 2.618
C 5.339 3.607 3.772
O 4.839 2.415 4.374
H 3.442 4.230 2.962
H 4.844 4.977 2.171
H 4.417 3.287 1.844
H 5.367 4.366 4.552
H 6.364 3.431 3.429
H 4.822 1.732 3.699

For the HOMO-LUMO gap, the calculation gives 7.64 eV. Its calculated total energy is -2402.1980 Eh. Its LUMO energy is -0.0105 hartree. Its SMILES is C=CC[C@@]1(OCC)OC(=O)[C@@](NCCC)([C@H](F)CC)[C@@]1([C@@H](I)[C@@H](C)I)P(=O)(O)O.CCO. The maximum force comes out at 3.2 eV/Å.

***

Record 3
Molecular formula: C20H37N2O2P3Pt
Method: DFT, ωB97M-V with the def2-TZVPD basis set

Element x y z (Å)
P -2.717 -2.288 0.919
C -2.194 -3.802 1.729
H -3.002 -4.545 1.651
H -1.989 -3.613 2.792
H -1.287 -4.205 1.255
C -3.134 -1.044 2.133
H -3.193 -0.047 1.673
H -2.394 -1.028 2.947
H -4.116 -1.311 2.556
C -4.055 -2.614 -0.222
H -4.949 -2.889 0.361
H -3.796 -3.453 -0.886
H -4.287 -1.731 -0.836
P 0.619 -0.308 -3.379
C 1.480 -1.777 -2.832
H 2.178 -2.093 -3.617
H 0.773 -2.587 -2.645
H 2.033 -1.561 -1.918
C -0.519 -0.825 -4.670
H -1.150 0.024 -4.958
H -1.158 -1.627 -4.282
H 0.045 -1.190 -5.534
C 1.832 0.830 -4.059
H 2.218 0.441 -5.007
H 2.657 0.943 -3.345
H 1.364 1.808 -4.216
P 2.595 2.091 1.569
C 4.037 1.315 2.309
H 4.561 2.054 2.931
H 4.718 0.954 1.524
H 3.731 0.467 2.938
C 3.079 3.596 0.723
H 3.523 4.280 1.465
H 2.220 4.094 0.250
H 3.833 3.383 -0.050
C 1.342 2.373 2.819
H 1.454 3.405 3.191
H 1.489 1.684 3.665
H 0.326 2.244 2.416
Pt -0.789 1.259 -2.059
C -1.244 -1.713 0.003
O -0.112 -1.730 -0.282
C 2.028 0.861 0.349
O 1.976 -0.150 -0.231
C -0.839 3.358 -1.754
C -0.752 2.695 -0.508
C -1.655 1.648 -0.192
C -2.679 1.303 -1.110
C -2.755 1.949 -2.366
C -1.831 2.978 -2.688
H -0.070 4.075 -2.042
H 0.070 2.918 0.172
H -1.523 1.074 0.725
H -3.330 0.453 -0.899
H -3.443 1.585 -3.127
H -1.814 3.391 -3.694
N 0.423 -1.009 3.329
C 0.914 -1.993 4.125
C 1.738 -2.755 3.311
C 1.686 -2.154 2.041
N 0.875 -1.074 2.066
H -0.211 -0.252 3.584
H 0.664 -2.082 5.171
H 2.310 -3.624 3.575
H 2.195 -2.462 1.140

The charge is +4. For the HOMO-LUMO gap (alpha / beta), the calculation gives 6.99 / 4.91 eV. The energy above the lowest of the compared OMol25 structures with the same formula, charge and spin comes out at 0.0 kcal per mole. The expectation value of S² is 6.0118. Its calculated total energy is -2185.9016 Eh. Its LUMO energy (alpha / beta) is -0.4321 / -0.5356 hartree. The maximum force comes out at 8.9 eV/Å. The spin multiplicity is 5.

***

Record 4
Molecular formula: C20H37O7S
Method: DFT, ωB97M-V with the def2-TZVPD basis set

Element x y z (Å)
C -2.093 3.298 -0.671
C -0.885 2.866 -1.493
C 0.417 3.396 -0.897
C 1.627 2.791 -1.603
C 2.964 3.290 -1.044
C 4.128 3.022 -2.011
C 4.329 1.554 -2.365
C 3.232 2.720 0.352
O 3.066 1.308 0.358
C 2.980 0.725 1.553
O 3.363 1.225 2.583
C 2.577 -0.733 1.397
C 1.225 -0.996 2.019
C 0.621 -2.271 1.609
O 1.009 -2.972 0.698
O -0.448 -2.572 2.364
C -1.281 -3.638 1.927
C -2.605 -3.133 1.339
C -3.368 -2.284 2.364
C -3.720 -3.019 3.653
C -2.396 -2.280 0.081
C -1.765 -3.001 -1.108
C -1.399 -2.021 -2.224
C -2.608 -1.353 -2.868
S 0.108 0.308 1.259
O -1.203 0.127 1.852
O 0.152 0.061 -0.169
O 0.756 1.542 1.682
H -2.141 4.384 -0.585
H -2.017 2.870 0.326
H -3.017 2.946 -1.127
H -0.993 3.208 -2.529
H -0.833 1.777 -1.489
H 0.444 4.490 -0.960
H 0.445 3.101 0.151
H 1.581 3.027 -2.672
H 1.566 1.711 -1.478
H 2.903 4.381 -0.917
H 3.949 3.589 -2.930
H 5.049 3.411 -1.563
H 5.189 1.441 -3.025
H 4.494 0.966 -1.468
H 3.452 1.159 -2.869
H 2.524 3.130 1.079
H 4.252 2.965 0.683
H 2.500 -0.962 0.334
H 3.348 -1.359 1.859
H 1.153 -0.793 3.081
H -1.472 -4.262 2.806
H -0.733 -4.231 1.188
H -3.193 -4.028 1.086
H -2.757 -1.407 2.582
H -4.294 -1.939 1.896
H -2.831 -3.228 4.241
H -4.384 -2.406 4.260
H -4.226 -3.962 3.438
H -3.373 -1.894 -0.217
H -1.775 -1.424 0.347
H -2.447 -3.772 -1.487
H -0.842 -3.488 -0.795
H -0.747 -1.258 -1.796
H -0.837 -2.559 -2.993
H -2.296 -0.752 -3.721
H -3.325 -2.098 -3.216
H -3.103 -0.697 -2.159

The charge is -1. For the HOMO-LUMO gap, the calculation gives 9.41 eV. The energy above the lowest of the compared OMol25 structures with the same formula, charge and spin comes out at 0.0 kcal per mole. Its calculated total energy is -1709.2872 Eh. Its LUMO energy is 0.1156 hartree. Its SMILES is CCCC[C@H](CC)COC(=O)C[C@H](C(=O)OC[C@@H](CC)CCCC)S(=O)(=O)[O-]. The maximum force comes out at 1.6 eV/Å.

***

Record 5
Molecular formula: C20H38AuF4N2OSi3
Method: DFT, ωB97M-V with the def2-TZVPD basis set

Element x y z (Å)
Au 0.278 0.569 -0.183
C 3.515 1.688 -1.051
N 2.197 1.729 -1.672
C 2.291 1.297 -3.061
C 1.595 3.053 -1.629
C 1.367 3.541 -0.218
N 0.480 2.656 0.520
C 0.161 2.962 1.794
C -0.995 2.353 2.363
F -1.765 1.587 1.605
C -1.379 2.580 3.664
F -2.473 1.977 4.124
C -0.661 3.430 4.485
C 0.452 4.062 3.960
F 1.165 4.881 4.726
C 0.854 3.861 2.657
F 1.953 4.494 2.253
H 4.224 2.370 -1.538
H 3.910 0.675 -1.123
H 3.457 1.941 0.006
H 2.815 2.037 -3.680
H 1.294 1.146 -3.468
H 2.842 0.360 -3.118
H 0.636 3.000 -2.151
H 2.218 3.794 -2.155
H 0.903 4.533 -0.256
H 2.314 3.672 0.304
H -0.966 3.607 5.506
C -3.989 0.635 -0.581
O -2.658 0.155 -0.617
Si -2.259 -1.355 -0.048
C -2.877 -1.550 1.704
C -3.256 -2.573 -1.068
C -0.392 -1.444 -0.226
Si 0.276 -2.175 -1.685
C -0.518 -3.408 -2.814
C 2.060 -2.093 -2.167
C -1.014 -0.299 -3.585
Si 0.573 -2.075 1.329
C 0.176 -3.899 1.531
C 0.163 -1.160 2.916
C 2.438 -1.936 1.122
H -4.633 0.080 -1.269
H -3.983 1.682 -0.883
H -4.412 0.570 0.425
H -3.960 -1.687 1.678
H -2.666 -0.676 2.318
H -2.461 -2.424 2.203
H -4.301 -2.453 -0.774
H -2.997 -3.617 -0.884
H -3.210 -2.387 -2.140
H -0.268 -4.399 -2.419
H -0.062 -3.333 -3.803
H -1.595 -3.358 -2.906
H 2.482 -3.101 -2.118
H 2.654 -1.428 -1.549
H 2.125 -1.781 -3.211
H -1.724 -1.054 -3.298
H -0.280 -0.516 -4.344
H -1.216 0.720 -3.302
H -0.894 -4.085 1.630
H 0.664 -4.315 2.413
H 0.528 -4.473 0.669
H -0.750 -1.506 3.393
H 0.072 -0.085 2.755
H 0.984 -1.323 3.616
H 2.863 -2.713 0.487
H 2.893 -2.050 2.107
H 2.743 -0.964 0.731

The charge is +1. For the HOMO-LUMO gap (alpha / beta), the calculation gives 8.61 / 6.01 eV. The energy above the lowest of the compared OMol25 structures with the same formula, charge and spin comes out at 27.4 kcal per mole. The expectation value of S² is 2.0445. Its calculated total energy is -2373.0129 Eh. Its LUMO energy (alpha / beta) is -0.0895 / -0.1882 hartree. The maximum force comes out at 0.6 eV/Å. The spin multiplicity is 3.

***

Record 6
Molecular formula: C20H38BrN4O5
Method: DFT, ωB97M-V with the def2-TZVPD basis set

Element x y z (Å)
N 1.957 2.258 -0.192
C 0.904 3.047 -0.454
N -0.274 3.018 0.186
C -1.034 3.938 -0.393
C -2.441 4.213 -0.027
C -3.209 2.919 -0.151
O -3.364 2.141 0.704
Br -3.866 2.626 -1.956
N -0.367 4.541 -1.383
N 0.877 4.004 -1.400
H 2.374 1.664 -0.886
H 2.276 2.127 0.749
H -2.846 4.963 -0.695
H -2.486 4.599 0.982
H -0.702 5.253 -2.011
H 1.596 4.271 -2.054
C -0.103 -2.118 0.737
C 1.168 -2.487 1.500
C 2.249 -1.932 0.585
O 1.682 -0.783 -0.060
C 0.264 -0.755 0.170
H -0.994 -2.091 1.358
H -0.278 -2.833 -0.066
H 1.191 -1.979 2.467
H 1.276 -3.555 1.674
H 2.526 -2.659 -0.184
H 3.151 -1.634 1.120
H 0.038 0.050 0.879
H -0.244 -0.536 -0.772
C -3.552 -6.155 1.433
C -2.282 -6.507 2.204
C -1.203 -5.942 1.290
O -1.781 -4.805 0.640
C -3.195 -4.791 0.859
H -4.447 -6.128 2.051
H -3.715 -6.873 0.628
H -2.270 -5.992 3.167
H -2.160 -7.573 2.387
H -0.906 -6.670 0.527
H -0.310 -5.625 1.831
H -3.434 -3.988 1.566
H -3.697 -4.580 -0.086
C 0.236 8.370 1.742
C -1.172 8.757 2.190
C -2.035 7.829 1.350
O -1.259 6.631 1.154
C 0.097 6.865 1.562
H 1.011 8.635 2.457
H 0.473 8.847 0.789
H -1.302 8.538 3.251
H -1.408 9.806 2.028
H -2.258 8.267 0.373
H -2.975 7.565 1.835
H 0.277 6.334 2.501
H 0.773 6.463 0.802
C 2.352 -5.262 -2.997
C 2.487 -3.754 -3.196
C 3.959 -3.533 -2.871
O 4.640 -4.724 -3.254
C 3.692 -5.760 -3.527
H 1.503 -5.700 -3.519
H 2.255 -5.494 -1.934
H 2.287 -3.492 -4.237
H 1.823 -3.164 -2.563
H 4.108 -3.376 -1.796
H 4.390 -2.686 -3.407
H 3.654 -5.925 -4.609
H 4.026 -6.680 -3.049

The charge is +1. For the HOMO-LUMO gap, the calculation gives 7.63 eV. Its calculated total energy is -3953.8164 Eh. Its LUMO energy is -0.1195 hartree. The maximum force comes out at 0.8 eV/Å.

***

Record 7
Molecular formula: C20H38BrN7O12
Method: DFT, ωB97M-V with the def2-TZVPD basis set

Element x y z (Å)
C -0.835 -2.528 0.984
C -1.241 -3.728 0.127
C -0.511 -3.776 -1.237
C -1.466 -3.643 -2.441
C -1.117 -2.544 -3.440
C -1.274 -1.116 -2.880
C -0.280 -0.110 -3.494
C 0.625 0.686 -2.519
C 1.298 -0.267 -1.629
N 1.894 -0.999 -0.966
C 1.692 1.439 -3.359
C 2.939 1.920 -2.595
C 4.109 0.929 -2.614
C 4.345 0.315 -3.960
O 4.583 0.936 -4.967
O 4.216 -1.051 -3.967
C -0.293 1.668 -1.711
Br -0.641 1.112 0.132
C 0.210 3.034 -1.630
N 0.632 4.106 -1.560
H 0.173 -2.626 1.386
H -0.844 -1.631 0.360
H -1.544 -2.359 1.794
H -2.306 -3.625 -0.076
H -1.064 -4.642 0.690
H 0.254 -3.001 -1.298
H -0.007 -4.739 -1.310
H -2.497 -3.503 -2.110
H -1.454 -4.578 -3.004
H -1.795 -2.675 -4.286
H -0.111 -2.686 -3.840
H -1.243 -1.151 -1.790
H -2.279 -0.787 -3.145
H -0.865 0.647 -4.023
H 0.341 -0.592 -4.245
H 1.955 0.803 -4.202
H 1.193 2.305 -3.799
H 3.236 2.899 -2.962
H 2.656 2.066 -1.551
H 4.010 0.181 -1.840
H 5.021 1.481 -2.373
H 4.940 -1.424 -4.487
H -1.272 1.709 -2.180
C -3.356 -3.919 5.157
N -3.113 -3.217 3.870
O -3.479 -3.746 2.844
O -2.556 -2.136 3.938
H -3.846 -4.863 4.951
H -2.390 -4.069 5.629
H -3.975 -3.270 5.763
C -2.786 2.503 3.037
N -3.875 1.829 3.796
O -3.571 0.898 4.515
O -4.995 2.262 3.648
H -1.852 2.005 3.269
H -3.023 2.422 1.980
H -2.769 3.543 3.347
C -2.784 0.340 6.411
N -2.451 -0.858 7.227
O -1.369 -0.905 7.768
O -3.297 -1.729 7.282
H -1.943 1.021 6.450
H -2.977 -0.005 5.400
H -3.678 0.784 6.838
C 0.614 7.183 -2.360
N 0.860 8.553 -2.888
O 1.880 9.117 -2.554
O 0.013 9.015 -3.625
H 1.442 6.899 -1.724
H -0.318 7.213 -1.805
H 0.528 6.517 -3.211
C 4.514 -2.277 1.028
N 5.194 -0.954 1.003
O 5.523 -0.454 2.055
O 5.356 -0.453 -0.092
H 4.429 -2.596 2.060
H 3.541 -2.144 0.561
H 5.124 -2.963 0.447

For the HOMO-LUMO gap, the calculation gives 10.20 eV. The energy above the lowest of the compared OMol25 structures with the same formula, charge and spin comes out at 29.3 kcal per mole. Its calculated total energy is -4644.5059 Eh. Its LUMO energy is -0.0190 hartree. Its SMILES is CCCCCCC[C@@](C#N)(CCCC(=O)O)[C@@H](Br)C#N.C[N+](=O)[O-].C[N+](=O)[O-].C[N+](=O)[O-].C[N+](=O)[O-].C[N+](=O)[O-]. The maximum force comes out at 5.0 eV/Å.

***

Number 2 is which compound? C20H37FI2NO7P